ORCA calculation (ωB97M-V with the def2-TZVPD basis set) on C4H2OS in the gas phase at a distorted geometry.

Geometry as XYZ:
```
8
Properties=species:S:1:pos:R:3:forces:R:3
O 3.218431 0.786001 0.067501 -2.931 -9.770 0.392
C 2.730810 -0.563209 0.122035 1.465 7.074 0.195
C 1.176667 -0.621848 -0.340149 2.535 0.689 2.144
C 0.065447 -0.133666 -0.163405 -0.106 0.298 -0.658
C -1.219144 0.547900 -0.077439 -2.403 -2.315 0.686
S -2.769599 -0.109261 0.093963 2.504 0.081 -0.446
H 3.440566 -1.505207 0.685848 -2.511 2.895 -2.074
H -1.397110 1.590318 0.024489 1.447 1.047 -0.240
```
Positions in Å, forces in eV/Å.

The HOMO energy is -0.34746 Eh. The calculation puts the HOMO-LUMO gap at 7.29 eV. As for the strongest force on any atom: 0.1985 Eh/bohr. The SMILES is O=CC#CC=S. The value obtained for the lowest unoccupied orbital energy is -2.17 eV. The calculation puts the energy relative to the best compared isomer or geometry (same formula, charge and spin) at 76.9 kcal per mole. The value obtained for the energy is -17056.441 eV.